Here is a molecular structure, C6H20BeO8 in a non-equilibrium geometry from the OMol25 dataset. Energies are from ωB97M-V with the def2-TZVPD basis set.

Summary:
E_tot   -23325.22914 eV
Total charge   0
Highest occupied orbital energy   -0.2846 Ha
Orbital gap   0.2861 Eh
Strongest force on any atom   4.94 eV/Å

Geometry as XYZ:
```
35
C6H20BeO8, DFT ωB97M-V with the def2-TZVPD basis set
Be -0.12973 -0.58873 0.09305
O 2.02372 0.99914 1.16132
H 1.74178 1.60562 1.88029
O -1.45358 -0.99240 -0.26723
H -1.61030 -0.43956 0.56316
C -0.43761 -2.20778 2.77592
C 0.81179 -2.72754 2.20487
O 0.86915 -2.38839 0.73555
O -0.33080 -0.73266 2.79618
H -0.61527 -2.55756 3.80208
H -1.18083 -2.54365 2.02158
H 0.81017 -3.81109 2.29109
H 1.75036 -2.40219 2.62602
H 0.67019 -3.13566 0.15436
H -1.21208 -0.35038 2.94120
C -0.79993 3.13178 1.24225
C -1.22549 2.65357 -0.22943
O -0.23179 2.04371 -1.03357
O -0.78292 2.03858 2.15753
H -1.49160 3.85367 1.68500
H 0.20727 3.54291 1.13959
H -1.48635 3.57094 -0.76614
H -2.05132 1.94481 -0.15519
H 0.52015 1.84079 -0.41566
H -0.32246 1.27581 1.77502
C 1.38371 -0.03585 -2.61547
C 0.25082 0.07198 -3.65691
O -0.12212 -1.29541 -3.99480
O 0.84350 -0.95633 -1.59322
H 1.59833 0.92885 -2.15190
H 2.33918 -0.42326 -2.97391
H 0.64498 0.59398 -4.54291
H -0.59432 0.54521 -3.14032
H -0.96731 -1.28453 -4.44622
H 0.58068 -1.76838 -2.06315
```

These are the Löwdin partial charges, in e, on atoms 1 to 5:
1 Be 0.40
2 O -0.43
3 H -0.10
4 O -0.18
5 H 0.04


Here is a molecular structure, C45H52BBrIN6PRb from the OMol25 dataset. Energies are from ωB97M-V with the def2-TZVPD basis set.

Summary:
E_tot   -145218.44708 eV
Total charge   -1
ΔE to the lowest compared entry with this formula, charge and spin   0.6 kcal per mole
Highest occupied orbital energy   -0.1041 Ha
Orbital gap   0.1781 Eh
Strongest force on any atom   0.37 eV/Å

Geometry as XYZ:
```
108
C45H52BBrIN6PRb, DFT ωB97M-V with the def2-TZVPD basis set
Rb -0.16910 0.01364 0.22326
C 0.67750 -2.06952 3.02810
C 0.52919 -1.28022 4.31844
C 1.86205 -1.23966 5.07127
C 0.00587 0.11458 4.12468
C -0.43606 0.98314 5.13740
C -0.74600 2.14518 4.47220
N -0.50590 1.96770 3.16280
N -0.04517 0.71191 2.93866
B -0.78362 3.05642 2.08754
N -2.11619 2.81191 1.33109
C -3.28748 3.28935 1.78706
C -4.27904 2.94362 0.90192
C -3.60520 2.23033 -0.10512
N -2.30508 2.15188 0.16328
C -4.18690 1.65248 -1.36822
C -3.22653 0.68738 -2.04461
C -5.52177 0.96009 -1.09540
N 0.42839 3.32723 1.15852
C 1.29222 4.33424 1.38127
C 2.22939 4.34161 0.37584
C 1.85245 3.26622 -0.44962
N 0.77360 2.66389 0.02924
C 2.48633 2.85376 -1.75069
C 2.25492 3.93823 -2.80644
C 1.98978 1.50389 -2.26113
H 0.93124 -3.10708 3.24346
H -0.23745 -2.09199 2.43947
H 1.46814 -1.65318 2.40284
H -0.19707 -1.80520 4.95282
H 2.60946 -0.71237 4.47473
H 1.77008 -0.72230 6.02648
H 2.22840 -2.24925 5.25792
H -0.50835 0.78533 6.19168
H -1.11821 3.08835 4.83084
H -0.94770 4.06704 2.72940
H -3.32653 3.84666 2.70578
H -5.32784 3.17114 0.96982
H -4.37846 2.49163 -2.05144
H -3.08751 -0.18738 -1.40868
H -3.63270 0.34200 -2.99736
H -2.25169 1.14114 -2.21930
H -5.37891 0.09998 -0.43851
H -6.23503 1.63146 -0.61670
H -5.96591 0.60358 -2.02563
H 1.16584 4.97597 2.23470
H 3.04862 5.02651 0.24203
H 3.56878 2.77791 -1.57763
H 1.18692 4.03845 -3.00922
H 2.62063 4.90788 -2.46847
H 2.75975 3.68566 -3.74013
H 0.90446 1.52015 -2.38030
H 2.43445 1.28189 -3.23195
H 2.25731 0.69483 -1.58043
C -3.22045 -1.15873 2.25152
C -4.25590 -1.76923 1.34899
C -5.59889 -1.61792 1.67469
C -6.60578 -2.09683 0.84930
C -6.27189 -2.73842 -0.32960
C -4.93558 -2.91237 -0.66149
C -3.91338 -2.45353 0.16419
P -2.14269 -2.54472 -0.32104
C -2.21230 -3.27961 -2.01518
C -1.95628 -2.39260 -3.05950
C -1.91579 -2.80300 -4.38222
C -2.12019 -4.14145 -4.67629
C -2.35888 -5.03827 -3.64807
C -2.40684 -4.63630 -2.31499
C -2.62524 -5.68678 -1.26062
C -1.39847 -3.80187 0.71797
C -2.09338 -4.49149 1.70488
C -1.48033 -5.38735 2.55964
C -0.09956 -5.60926 2.38163
C 0.61596 -4.94992 1.42574
C 0.02930 -3.97591 0.53998
C 0.81369 -3.28248 -0.36575
H -3.67936 -0.77258 3.16204
H -2.73225 -0.31408 1.75849
H -2.45498 -1.87880 2.53745
H -5.85537 -1.09174 2.58588
H -7.64368 -1.95297 1.12102
H -7.04388 -3.10235 -0.99498
H -4.68339 -3.40557 -1.59176
H -1.77330 -1.34940 -2.82481
H -1.71902 -2.08656 -5.16866
H -2.08292 -4.49072 -5.70040
H -2.50862 -6.08749 -3.87768
H -3.08048 -6.57141 -1.70929
H -3.26176 -5.33582 -0.45079
H -1.67732 -5.97364 -0.80146
H -3.16203 -4.31852 1.80726
H -2.04152 -5.90480 3.32446
H 0.41312 -6.32067 3.02182
H 1.67869 -5.14323 1.32077
H 0.39597 -2.71872 -1.18717
H 1.87249 -3.49733 -0.42354
Br 6.93279 -0.82526 -0.61844
C 6.39088 0.86427 0.03161
C 7.23977 1.93979 -0.19831
C 6.89579 3.20170 0.25594
C 5.70336 3.39072 0.94098
C 4.85762 2.31800 1.16895
C 5.19485 1.04548 0.71496
I 3.82932 -0.47666 1.07412
H 8.16332 1.77852 -0.73470
H 7.55991 4.03430 0.06934
H 5.42047 4.37160 1.29562
H 3.91873 2.46863 1.68134
```

These are the Löwdin partial charges, in e, on atoms 1 to 5:
1 Rb 0.61
2 C -0.08
3 C -0.36
4 C -0.06
5 C -0.30


Here is 2 unconnected molecules or ions with the total composition CH5BrOSi from the OMol25 dataset. Energies are from ωB97M-V with the def2-TZVPD basis set.

Summary:
E_tot   -81084.82801 eV
Total charge   0
ΔE to the lowest compared entry with this formula, charge and spin   20.0 kcal per mole
Highest occupied orbital energy   -0.3587 Ha
Orbital gap   0.3381 Eh
Strongest force on any atom   0.75 eV/Å

Geometry as XYZ:
```
9
CH5BrOSi, DFT ωB97M-V with the def2-TZVPD basis set
C -0.74928 -1.06643 1.77339
O 0.34567 0.61239 -1.13606
Si 0.98093 1.19434 -2.36977
Br -1.23560 -0.01793 3.32383
H -0.65149 -2.10022 2.08617
H 0.18519 -0.67989 1.38523
H 0.99325 0.54150 -3.67060
H -1.53645 -0.95728 1.03512
H 1.66778 2.47352 -2.42731
```

These are the Löwdin partial charges, in e, on atoms 1 to 5:
1 C -0.55
2 O -0.44
3 Si 0.64
4 Br 0.51
5 H 0.01